The following is a DFT calculation (ωB97M-V/def2-TZVPD) of a cluster of 5 separate species, C23H37BF12IO10 in total.

Properties
Lowest unoccupied orbital energy = 2.18 eV
Total charge = -1
Gap between HOMO and LUMO = 7.82 eV
DFT total energy = -3172.0540 Ha

Element x y z (Å)
C: 1.824 -1.205 3.661
C: 1.944 -0.560 2.271
C: 0.785 -0.882 1.336
I: 0.824 -3.041 0.954
B: -0.719 -0.291 1.745
C: -1.751 -1.358 2.448
C: -3.058 -0.725 2.885
O: -4.141 -1.662 3.040
C: -0.547 1.043 2.669
O: 0.156 2.100 1.972
C: 0.037 3.339 2.598
H: 2.361 -2.156 3.699
H: 2.242 -0.562 4.441
H: 0.780 -1.401 3.912
H: 2.001 0.528 2.359
H: 2.889 -0.889 1.822
H: 1.047 -0.523 0.339
H: -1.249 0.074 0.690
H: -1.310 -1.897 3.297
H: -1.992 -2.118 1.689
H: -2.948 -0.241 3.861
H: -3.355 0.053 2.168
H: -3.920 -2.408 2.478
H: 0.005 0.869 3.608
H: -1.534 1.436 2.963
H: 0.778 4.024 2.173
H: 0.209 3.287 3.685
H: -0.963 3.776 2.446
C: 2.843 -5.498 -1.530
C: 1.682 -6.171 -0.838
O: 1.635 -7.591 -1.159
C: 2.430 -8.379 -0.470
O: 3.199 -8.090 0.399
C: 2.216 -9.845 -0.920
F: 2.176 -9.957 -2.252
F: 1.057 -10.309 -0.432
F: 3.196 -10.622 -0.469
H: 2.791 -5.657 -2.608
H: 2.798 -4.429 -1.326
H: 3.794 -5.882 -1.162
H: 0.728 -5.782 -1.184
H: 1.734 -6.051 0.242
C: 6.296 4.202 1.661
C: 5.169 3.556 2.433
O: 5.282 2.116 2.410
C: 6.097 1.571 3.292
O: 6.784 2.127 4.099
C: 5.992 0.031 3.186
F: 6.053 -0.372 1.916
F: 4.823 -0.347 3.700
F: 6.974 -0.557 3.862
H: 6.322 3.825 0.639
H: 6.145 5.281 1.628
H: 7.258 4.004 2.134
H: 4.202 3.753 1.975
H: 5.146 3.889 3.470
C: -2.467 2.509 -1.156
C: -2.447 3.704 -0.239
O: -2.736 4.933 -0.970
C: -4.000 5.201 -1.199
O: -4.971 4.589 -0.862
C: -4.108 6.536 -1.978
F: -3.234 6.604 -2.985
F: -3.865 7.567 -1.152
F: -5.330 6.692 -2.479
H: -1.776 2.652 -1.986
H: -2.158 1.627 -0.592
H: -3.465 2.342 -1.563
H: -1.456 3.860 0.177
H: -3.161 3.602 0.577
C: -5.433 1.456 -7.127
C: -5.669 0.675 -5.854
O: -4.455 0.034 -5.403
C: -3.621 0.802 -4.716
O: -3.759 1.957 -4.446
C: -2.406 -0.033 -4.244
F: -1.916 -0.780 -5.240
F: -2.783 -0.844 -3.255
F: -1.450 0.768 -3.803
H: -5.020 0.808 -7.901
H: -6.377 1.866 -7.485
H: -4.744 2.281 -6.955
H: -6.364 -0.146 -6.010
H: -6.045 1.313 -5.056


The following is a DFT calculation (ωB97M-V/def2-TZVPD) of a structure of composition C23H37Cl3O24S3 in a non-equilibrium geometry.

Properties
Lowest unoccupied orbital energy = -0.23 eV
Total charge = 0
Gap between HOMO and LUMO = 10.48 eV
DFT total energy = -5279.2725 Ha

Element x y z (Å)
C: -0.484 -1.543 -0.917
Cl: -1.707 -2.497 -1.805
Cl: -0.188 -2.115 0.783
Cl: -1.205 0.068 -1.023
H: 0.482 -1.471 -1.418
C: 5.738 -8.098 -2.032
C: 4.776 -7.880 -3.210
C: 3.437 -7.099 -2.922
O: 3.571 -5.832 -3.497
C: 4.839 -5.759 -3.999
O: 5.342 -4.702 -4.427
O: 5.340 -6.961 -4.090
H: 5.805 -7.217 -1.394
H: 6.526 -8.835 -2.186
H: 5.179 -8.660 -1.284
H: 4.420 -8.796 -3.681
H: 3.193 -7.006 -1.864
H: 2.619 -7.541 -3.491
C: 1.588 5.955 -1.610
C: 2.209 6.156 -2.912
C: 3.690 6.344 -2.958
O: 3.981 5.824 -4.253
C: 3.031 4.973 -4.689
O: 2.885 4.472 -5.801
O: 2.156 4.932 -3.669
H: 0.541 5.705 -1.780
H: 1.593 6.877 -1.029
H: 1.905 5.138 -0.962
H: 1.701 7.021 -3.338
H: 4.136 5.793 -2.129
H: 4.165 7.303 -2.750
C: 6.791 2.816 5.461
C: 6.724 1.718 4.326
C: 5.812 0.377 4.457
O: 4.986 0.655 3.401
C: 5.426 1.550 2.529
O: 5.070 1.745 1.393
O: 6.437 2.208 3.108
H: 5.979 3.526 5.621
H: 7.685 3.430 5.574
H: 6.899 2.263 6.394
H: 7.698 1.238 4.221
H: 5.366 0.365 5.452
H: 6.359 -0.562 4.369
C: 0.933 4.499 4.944
C: -0.052 3.766 5.828
C: -0.484 2.364 5.283
O: -0.280 1.502 6.373
C: 0.521 2.013 7.220
O: 1.090 1.394 8.046
O: 0.728 3.254 6.945
H: 1.580 3.786 4.432
H: 1.580 5.072 5.609
H: 0.298 5.068 4.266
H: -0.926 4.332 6.152
H: 0.127 1.903 4.507
H: -1.511 2.517 4.951
C: -5.867 4.966 2.680
C: -5.523 5.643 1.347
O: -4.913 6.914 1.537
S: -5.134 7.430 3.102
O: -6.253 8.313 3.104
O: -3.930 7.807 3.759
O: -5.495 5.901 3.660
H: -5.310 4.052 2.887
H: -6.941 4.787 2.739
H: -6.435 5.777 0.765
H: -4.838 5.094 0.701
C: -7.738 -2.205 -0.169
C: -8.045 -3.479 0.612
O: -8.289 -3.101 1.984
S: -7.635 -1.577 2.266
O: -6.513 -1.515 3.149
O: -8.744 -0.668 2.514
O: -7.047 -1.366 0.713
H: -8.612 -1.673 -0.545
H: -6.993 -2.223 -0.965
H: -7.103 -4.023 0.549
H: -8.866 -3.995 0.113
C: -3.231 -6.036 -7.655
C: -2.320 -6.547 -8.869
O: -2.530 -7.913 -8.826
S: -2.654 -8.498 -7.275
O: -1.297 -8.920 -6.869
O: -3.622 -9.603 -7.364
O: -3.077 -7.033 -6.653
H: -4.300 -6.034 -7.868
H: -2.979 -5.088 -7.180
H: -1.266 -6.406 -8.630
H: -2.599 -6.130 -9.837


The following is a DFT calculation (ωB97M-V/def2-TZVPD) of a structure of composition C23H37ClN2O3ScSi in a non-equilibrium geometry.

Properties
Lowest unoccupied orbital energy (alpha / beta) = 2.75 / 2.73 eV
Total charge = -1
Gap between HOMO and LUMO (alpha / beta) = 2.93 / 3.82 eV
DFT total energy = -2744.2883 Ha

Element x y z (Å)
Sc: -0.979 -0.026 0.181
Cl: -3.081 0.557 1.444
N: -0.075 2.088 -0.219
N: -0.332 -2.248 -0.004
C: -0.886 2.893 -0.878
C: -0.849 -3.008 -0.951
C: 1.136 2.899 0.090
C: 0.578 4.320 -0.001
C: 2.191 2.651 -0.971
C: 1.673 2.550 1.458
H: 1.796 2.848 -1.983
H: 2.535 1.609 -0.933
H: 3.048 3.319 -0.792
H: 0.888 2.674 2.209
H: 2.509 3.216 1.699
H: 2.020 1.511 1.488
C: 0.785 -3.016 0.622
C: 0.813 -4.301 -0.210
C: 0.451 -3.311 2.053
C: 2.066 -2.219 0.504
H: 2.280 -1.997 -0.554
H: 2.898 -2.800 0.922
H: 1.970 -1.269 1.050
H: -0.585 -3.685 2.131
H: 0.538 -2.405 2.667
H: 1.139 -4.079 2.445
O: -0.298 -4.182 -1.156
H: 0.630 -5.213 0.379
H: 1.736 -4.419 -0.805
O: -0.628 4.177 -0.848
H: 1.240 5.058 -0.488
H: 0.240 4.698 0.977
C: -1.996 2.342 -1.707
C: -1.920 -2.518 -1.844
C: -1.321 -1.292 -2.430
H: -2.811 -2.285 -1.245
H: -2.163 -3.264 -2.604
C: -1.339 -0.087 -1.820
C: -1.383 1.144 -2.372
H: -2.699 -0.252 0.503
C: -0.736 1.178 -3.592
C: -0.365 0.001 -4.195
C: -0.535 2.492 -4.260
C: -0.653 -1.256 -3.647
H: 0.115 0.031 -5.191
C: -0.383 -2.520 -4.351
H: 0.122 -2.322 -5.300
H: -1.296 -3.083 -4.590
H: 0.264 -3.197 -3.776
H: -1.460 3.064 -4.381
H: -0.126 2.328 -5.262
H: 0.178 3.137 -3.731
H: -2.336 3.074 -2.441
H: -2.834 2.066 -1.053
C: 1.554 -0.198 4.330
Si: -0.098 0.126 3.497
C: -1.302 -1.087 4.274
C: -0.665 1.815 4.082
O: 0.101 -0.033 1.893
H: 1.391 -0.175 5.416
H: 2.294 0.572 4.084
H: 1.978 -1.176 4.073
H: -1.342 -0.845 5.348
H: -2.315 -0.990 3.864
H: -0.992 -2.135 4.185
H: 0.127 2.574 4.065
H: -1.531 2.188 3.523
H: -0.966 1.691 5.134